Record 1
Molecular formula: C5H41N3O13
Method: DFT, the ωB97M-V functional and the def2-TZVPD basis

E_HOMO   -13.6 eV
Gap between HOMO and LUMO   8.87 eV
Largest force on an atom   2.421 eV/A
LUMO energy   -4.7697 eV
Net charge   +2

Each line ends with the natural charge from an NBO analysis.
CARTESIAN COORDINATES (ANGSTROEM)
O1 0.05 -1.33 4.09  -0.975
O2 2.86 3.32 0.83  -0.964
O3 2.35 -2.19 2.00  -0.950
O4 0.66 -3.92 3.17  -0.952
O5 -3.43 1.33 -2.29  -0.948
O6 -0.13 3.66 -3.14  -0.994
O7 -2.36 1.49 0.94  -0.972
O8 -0.56 -3.46 0.84  -0.942
O9 -2.12 -1.14 -0.52  -0.983
O10 -0.98 -2.64 -3.09  -0.986
O11 0.44 2.87 3.34  -0.986
O12 -2.37 -1.50 2.72  -0.954
O13 1.31 -2.53 -1.20  -0.998
N1 0.26 2.82 0.18  -0.737
N2 0.02 0.64 1.84  -0.793
N3 -0.24 -0.36 -2.13  -0.730
C1 1.51 0.39 -3.84  -0.650
C2 0.65 0.52 0.67  0.002
C3 1.42 1.52 -1.61  -0.475
C4 0.64 0.76 -2.66  -0.055
C5 0.78 1.52 -0.24  0.008
H1 0.98 3.27 0.78  0.475
H2 -0.49 -0.01 -1.20  0.464
H3 0.42 -4.78 2.83  0.461
H4 -0.05 -0.10 2.52  0.448
H5 2.47 1.21 -1.50  0.238
H6 0.25 -1.25 -1.96  0.458
H7 1.15 0.63 -4.84  0.243
H8 -0.63 2.72 0.69  0.448
H9 3.29 4.01 1.36  0.501
H10 -2.99 1.93 1.51  0.488
H11 1.50 2.55 -1.94  0.261
H12 -0.35 -4.32 1.22  0.471
H13 0.87 -2.49 -0.35  0.518
H14 1.98 -0.59 -3.90  0.236
H15 -4.08 0.75 -1.87  0.480
H16 -1.48 -3.73 0.68  0.472
H17 2.42 1.01 -3.76  0.232
H18 1.87 -3.28 -1.35  0.508
H19 0.22 3.58 3.94  0.499
H20 -0.51 1.43 2.13  0.415
H21 0.01 3.49 -0.55  0.444
H22 3.17 -2.39 2.47  0.481
H23 -1.97 -1.31 0.42  0.508
H24 -1.56 -3.21 -3.61  0.500
H25 -0.14 -3.09 -3.04  0.495
H26 1.24 -0.37 0.55  0.231
H27 1.55 -3.83 2.78  0.496
H28 -0.18 1.37 -3.06  0.232
H29 -1.06 3.78 -3.31  0.499
H30 2.19 -1.41 2.56  0.481
H31 1.10 2.27 3.69  0.496
H32 -3.28 -1.39 3.00  0.483
H33 -0.45 -1.33 4.92  0.486
H34 3.29 2.50 1.07  0.491
H35 -2.79 1.42 0.08  0.499
H36 -2.18 -2.44 2.81  0.476
H37 0.46 4.30 -3.55  0.505
H38 -4.00 2.11 -2.27  0.475
H39 -2.05 -1.97 -0.99  0.485
H40 -1.00 -0.55 -2.77  0.456
H41 0.04 -2.26 3.91  0.497

Record 2
Molecular formula: Cl2H4N3PS
Method: DFT, the ωB97M-V functional and the def2-TZVPD basis

E_HOMO (alpha / beta)   -8.9 / -7.8 eV
Gap between HOMO and LUMO (alpha / beta)   7.57 / 6.00 eV
Largest force on an atom   5.156 eV/A
LUMO energy (alpha / beta)   -1.2956 / -1.8260 eV
Net charge   0

Each line ends with the natural charge from an NBO analysis.
CARTESIAN COORDINATES (ANGSTROEM)
Cl1 -2.69 0.34 -0.90  0.149
Cl2 -5.00 0.50 0.57  0.203
S1 2.02 2.18 0.01  -0.503
P1 0.46 1.04 0.02  1.227
N1 0.44 0.30 1.50  -1.156
N2 0.54 -0.22 -1.08  -1.152
N3 -4.37 0.40 -0.95  -0.361
H1 0.13 0.16 -1.91  0.392
H2 -0.40 -0.33 1.44  0.384
H3 0.14 -1.13 -0.91  0.403
H4 0.62 0.79 2.30  0.414

Record 3
Molecular formula: C4H5N3
Method: DFT, the ωB97M-V functional and the def2-TZVPD basis

E_HOMO   -8.5 eV
Gap between HOMO and LUMO   8.55 eV
SMILES   [H]/N=C1\C=CN\C1=N\[H]
Largest force on an atom   1.240 eV/A
LUMO energy   0.0110 eV
Net charge   0

Each line ends with the natural charge from an NBO analysis.
CARTESIAN COORDINATES (ANGSTROEM)
N1 -0.12 2.22 -0.29  -0.621
N2 0.34 -0.03 -2.06  -0.596
N3 -0.22 0.51 1.35  -0.604
C1 0.12 -0.21 -0.82  0.189
C2 -0.15 -0.86 1.34  0.082
C3 -0.08 1.01 0.06  0.365
C4 0.04 -1.35 0.08  -0.399
H1 0.07 2.30 -1.31  0.369
H2 0.46 -0.93 -2.50  0.335
H3 -0.18 -1.42 2.28  0.224
H4 0.18 -2.36 -0.27  0.231
H5 -0.47 1.12 2.14  0.426

Record 4
Molecular formula: C6H17NO
Method: DFT, the ωB97M-V functional and the def2-TZVPD basis

E_HOMO   -8.2 eV
Gap between HOMO and LUMO   8.94 eV
SMILES   CCCN(C)CC.O
Largest force on an atom   1.977 eV/A
LUMO energy   0.7517 eV
Net charge   0

Each line ends with the natural charge from an NBO analysis.
CARTESIAN COORDINATES (ANGSTROEM)
O1 -4.04 1.18 0.28  -0.939
N1 1.41 -0.55 -0.69  -0.441
C1 1.71 0.81 -1.11  -0.417
C2 -0.22 0.61 2.58  -0.598
C3 1.02 0.26 1.75  -0.416
C4 0.63 -1.27 -1.71  -0.216
C5 -0.73 -0.70 -2.10  -0.642
C6 0.80 -0.79 0.67  -0.215
H1 0.09 1.46 3.21  0.209
H2 -1.08 -1.25 -2.98  0.217
H3 -3.46 1.38 1.01  0.470
H4 1.76 -0.14 2.46  0.204
H5 1.47 1.14 1.43  0.204
H6 1.27 -1.32 -2.60  0.194
H7 -0.75 0.37 -2.32  0.209
H8 -1.54 -0.89 -1.39  0.192
H9 -1.08 0.90 1.98  0.190
H10 1.30 -1.71 0.98  0.196
H11 -0.48 -0.14 3.34  0.208
H12 0.47 -2.27 -1.33  0.195
H13 1.94 1.47 -0.30  0.199
H14 -0.25 -1.01 0.51  0.168
H15 2.54 0.76 -1.81  0.195
H16 -3.70 0.40 -0.17  0.471
H17 0.92 1.32 -1.68  0.163

Record 5
Molecular formula: C4H4O2
Method: DFT, the ωB97M-V functional and the def2-TZVPD basis

E_HOMO (alpha / beta)   -8.1 / -8.9 eV
Gap between HOMO and LUMO (alpha / beta)   7.30 / 7.65 eV
Largest force on an atom   1.358 eV/A
LUMO energy (alpha / beta)   -0.8103 / -1.2228 eV
Net charge   0

Each line ends with the natural charge from an NBO analysis.
CARTESIAN COORDINATES (ANGSTROEM)
O1 1.73 -0.21 -0.34  -0.616
O2 1.07 1.96 1.06  -0.549
C1 0.46 0.00 -0.04  0.242
C2 -0.62 -0.81 -0.34  -0.423
C3 -1.37 -1.71 -1.01  -0.087
C4 0.18 1.18 0.79  0.313
H1 -0.88 1.37 1.04  0.138
H2 2.22 0.46 0.18  0.507
H3 -1.74 -1.48 -2.02  0.181
H4 -1.05 -0.76 0.69  0.295